Entry 1
Below is an isolated ion of composition C5H10N3 and charge +1, with properties calculated with ωB97M-V with the def2-TZVPD basis set.

```
! wB97M-V def2-TZVPD RIJCOSX def2/J DEFGRID3
* xyz 1 1
H -1.652 -1.230 -1.175
N 0.583 2.199 -0.049
H -0.745 -0.199 -2.055
C 1.926 0.306 -0.033
N -1.369 -0.243 -1.206
H -2.093 0.503 -0.959
H 2.616 0.656 -0.981
H -1.493 -1.305 1.642
C -0.469 -0.203 0.037
C 0.602 0.947 -0.056
C -1.355 -0.307 1.230
C 1.621 -1.183 -0.118
N 0.385 -1.480 -0.103
H -0.922 0.304 2.136
H -2.374 0.114 1.049
H 2.422 -1.992 -0.254
H 2.609 0.423 0.893
H -0.292 2.690 0.001
*
```

Results
Frontier orbital gap   10.16 eV
LUMO energy   -3.7 eV
SMILES   [H]/N=C1/CC=N[C@]1(C)[NH3+]

Just the natural (NBO) charges please, in e? Sure, here they are:
1 H 0.47
2 N -0.52
3 H 0.46
4 C -0.56
5 N -0.72
6 H 0.47
7 H 0.28
8 H 0.28
9 C 0.17
10 C 0.24
11 C -0.68
12 C 0.17
13 N -0.46
14 H 0.27
15 H 0.22
16 H 0.24
17 H 0.29
18 H 0.35

Entry 2
Below is a 2-piece molecular cluster, C5H10N3 overall, with properties calculated with ωB97M-V with the def2-TZVPD basis set.

```
! wB97M-V def2-TZVPD RIJCOSX def2/J DEFGRID3
* xyz 1 1
H -3.895 -1.734 -0.640
C 1.076 -0.822 -0.825
N -2.265 -0.353 -0.354
H 0.720 1.182 0.284
H 0.477 -0.193 -1.597
N 1.265 -0.206 0.252
N 0.082 2.056 0.106
H 2.239 -1.613 1.611
C -2.817 -1.491 -0.577
C -1.228 1.952 0.015
H -1.971 -2.187 -0.757
H 3.195 -0.699 0.438
H -1.979 2.754 0.191
H 0.497 2.952 0.386
H 2.577 0.090 1.765
H 1.518 -1.838 -1.121
C 2.363 -0.598 1.054
C -1.855 0.750 -0.230
*
```

Results
Frontier orbital gap   8.10 eV
LUMO energy   -4.5 eV

Just the natural (NBO) charges please, in e? Sure, here they are:
1 H 0.26
2 C 0.00
3 N -0.21
4 H 0.43
5 H 0.19
6 N -0.45
7 N -0.72
8 H 0.22
9 C -0.15
10 C 0.07
11 H 0.22
12 H 0.21
13 H 0.27
14 H 0.42
15 H 0.21
16 H 0.20
17 C -0.44
18 C 0.27

In terms of stability, entry 1 leads; the second structure lies 51.0 kcal/mol higher.